# C20H28N2O4

A molecular structure, C20H28N2O4 in a non-equilibrium geometry (the ωB97M-V functional and the def2-TZVPD basis, the Open Molecules 2025 dataset).

Structure (XYZ):
```
54
Properties=species:S:1:pos:R:3
C -1.85469 1.61669 1.56724
C -1.31252 0.79364 0.30700
C -2.05314 0.04165 -0.56985
C -1.61170 -0.58730 -1.57795
C -0.32373 -0.53914 -1.87385
C 0.58446 0.12748 -0.81077
C 0.04179 0.93264 0.33154
N 1.11677 1.58656 0.86484
C 1.13521 2.94720 1.12677
O 0.15900 3.63552 0.76188
C 2.47667 3.29122 2.03872
C 2.09657 4.68136 2.73146
C 3.02758 5.24659 3.40395
C 4.36606 5.34452 2.57233
C 4.67208 4.21121 1.64540
C 3.40637 3.67091 1.15716
H 2.92583 4.42367 0.32627
H 3.63917 2.76314 0.54634
H 5.51306 4.24626 0.95247
H 5.04223 3.35023 2.57177
H 5.22363 5.84124 3.01717
H 4.10445 6.19962 2.03838
H 3.00182 5.97995 4.11945
H 3.53470 4.36875 4.44208
H 1.77222 5.35963 1.87014
H 1.12645 4.32027 3.45387
H 2.42427 2.64231 2.67537
H 2.05419 0.94629 1.11766
H 1.69629 0.04165 -0.89258
H 0.17518 -1.28795 -2.44823
O -2.40519 -1.26444 -2.33281
C -2.05591 -2.00093 -3.41935
C -1.21278 -3.32575 -2.85048
O -0.29225 -3.46009 -3.46121
N -1.72699 -3.94901 -1.81175
C -2.73315 -3.94602 -1.01706
H -3.45809 -2.96574 -1.61766
C -2.51590 -3.56485 0.65112
H -3.31658 -3.42382 1.06586
O -1.52342 -4.48992 1.08219
C -0.63709 -4.75309 0.29454
H 0.13545 -5.47723 0.93850
C -0.84413 -4.96049 -1.20267
H -0.05129 -5.03157 -1.83695
H -1.27825 -5.92255 -1.30786
H -0.02205 -3.84518 0.10759
H -2.08489 -2.53538 0.42929
H -3.65389 -4.77618 -1.06654
H -2.90266 -2.48004 -3.89140
H -1.38026 -1.48059 -3.96793
H -3.09430 0.20939 -0.40367
H -2.82119 1.39944 1.60099
H -1.27095 1.33268 2.26303
H -1.85997 2.70954 1.37099
```

Properties
- Relative energy (zero: lowest compared OMol25 entry of this formula, charge and spin): 468.5 kcal/mol
- Frontier orbital gap: 8.6 eV
- M: 360.45 g/mol
- E_HOMO: -8.080 eV

***

# C20H28N2O7S2Sr

A molecular structure, C20H28N2O7S2Sr in a non-equilibrium geometry (the ωB97M-V functional and the def2-TZVPD basis, the Open Molecules 2025 dataset).

Structure (XYZ):
```
60
Properties=species:S:1:pos:R:3
Sr -1.76346 0.90391 0.74493
O -1.73888 4.55241 2.99583
C -1.83462 3.32638 2.40829
O -0.95315 3.00605 1.54880
C -2.29096 2.33213 3.47545
O -2.97513 1.19663 2.93287
C -4.27193 1.53580 2.43048
C -4.26908 2.64985 1.38184
O -5.17212 2.67091 0.57377
O -3.30770 3.52973 1.46411
H -1.17069 5.07316 2.41160
H -2.92303 2.84777 4.20077
H -1.40563 1.94200 3.97529
H -4.91811 1.89084 3.24077
H -4.71323 0.63061 2.01785
C 1.48496 -2.32620 -3.82237
C 0.62835 -3.12964 -2.85048
N 1.04933 -3.00149 -1.45826
C 2.03080 -3.97440 -0.96509
C 3.45548 -3.43745 -0.93662
C 0.61177 -2.00995 -0.64888
S -0.44025 -0.81874 -1.32463
N 1.17344 -2.03309 0.56849
C 0.85594 -1.27179 1.60630
O -0.11982 -0.49789 1.73264
C 1.75970 -1.44982 2.79813
C 1.64442 -0.57645 3.87443
C 2.47914 -0.70154 4.97459
C 3.43018 -1.71326 5.01183
C 3.54543 -2.59270 3.94363
C 2.71601 -2.45937 2.84040
H 1.10195 -2.43850 -4.83840
H 2.52214 -2.66300 -3.81083
H 1.45508 -1.27024 -3.55474
H 0.67259 -4.19068 -3.09929
H -0.40860 -2.81084 -2.92393
H 1.96963 -4.84226 -1.62232
H 1.73525 -4.29024 0.03275
H 3.79090 -3.15286 -1.93427
H 4.13504 -4.20272 -0.55678
H 3.51255 -2.56650 -0.28479
H 0.89901 0.20552 3.83000
H 2.38953 -0.01061 5.80299
H 4.07995 -1.81552 5.87169
H 4.28381 -3.38392 3.97135
H 2.79826 -3.13199 1.99790
O -2.39661 1.86209 -1.39543
S -2.12428 3.08197 -2.25276
C -2.59286 2.56730 -3.92231
C -1.41280 1.77975 -4.47546
C -0.19326 2.62641 -4.12395
C -0.34419 2.97266 -2.64558
H -2.78745 3.47546 -4.49701
H -3.51984 2.00718 -3.80492
H -1.51053 1.61501 -5.54860
H -1.35014 0.80669 -3.98274
H -0.18587 3.53563 -4.73003
H 0.74536 2.10170 -4.30084
H 0.15051 3.89107 -2.33627
H -0.01235 2.14701 -2.01218
```

Properties
- Relative energy (zero: lowest compared OMol25 entry of this formula, charge and spin): 29.4 kcal/mol
- Frontier orbital gap: 8.5 eV
- M: 560.21 g/mol
- E_HOMO: -8.123 eV

***

# C20H28N4O4

A single C20H28N4O4 molecule in a non-equilibrium geometry (the ωB97M-V functional and the def2-TZVPD basis, the Open Molecules 2025 dataset).

Structure (XYZ):
```
56
Properties=species:S:1:pos:R:3
C 3.19504 2.21278 -2.81345
C 2.53705 2.64951 -1.57748
O 1.08209 2.34815 -1.42200
C 0.78805 1.09761 -1.22151
C 1.68767 -0.04592 -1.11571
C 1.13048 -1.19500 -0.61453
C 1.95637 -2.35459 -0.41637
O 1.56378 -3.60764 -0.75827
N 2.95055 -2.23402 0.70825
N 3.31998 -1.14563 1.34877
C 2.49974 -0.45192 1.95250
C 1.17843 -0.33942 2.02217
C 0.41946 0.97527 2.20845
N -0.71764 0.71502 2.38496
C -1.88492 1.80836 2.71398
C -2.92943 1.49200 1.95802
N -0.93131 -0.60894 2.60159
C 0.01229 -1.26209 2.54693
C 0.28112 -2.80299 2.46532
C -0.18127 -1.26616 -0.60978
C -1.17314 -0.43240 -0.99185
O -2.44967 -0.30740 -0.95705
C -3.31928 -1.63482 -0.64024
C -4.65667 -1.29247 -0.59374
C -0.56502 0.82883 -1.17990
O -1.35508 2.10079 -1.36628
C -2.17387 2.04118 -2.35212
C -1.20032 2.04477 -3.71470
H 3.12205 1.19591 -2.99458
H 2.66339 2.79790 -3.67569
H 4.21292 2.51238 -2.71908
H 3.14422 2.06498 -0.68846
H 2.54903 3.64587 -1.51351
H 2.63727 0.00795 -0.90028
H 3.57939 -3.12603 0.77656
H 3.07825 0.32531 2.34164
H 0.79342 2.12410 1.88876
H -1.56073 2.71417 2.49055
H -2.25159 1.58989 3.63733
H -3.27357 0.38267 1.80238
H -3.71208 2.15000 1.87704
H -2.64372 1.46682 0.72281
H 1.22587 -2.70224 3.36948
H 0.43514 -3.19907 1.66959
H -0.53094 -3.12184 3.26889
H -0.83882 -2.36823 -0.51245
H -2.83357 -2.31045 -1.14324
H -3.00309 -2.12914 0.35093
H -4.92116 -0.61693 -0.09795
H -4.89034 -1.06572 -1.51945
H -5.25489 -2.25904 -0.30443
H -2.59255 3.14484 -2.32259
H -2.71618 1.42807 -2.67549
H -1.74346 2.39151 -4.83792
H -0.72927 1.28046 -3.80391
H -0.49608 2.93381 -3.73853
```

Properties
- Relative energy (zero: lowest compared OMol25 entry of this formula, charge and spin): 567.1 kcal/mol
- Frontier orbital gap: 8.0 eV
- M: 388.47 g/mol
- E_HOMO: -7.507 eV
- SMILES: CCOc1cc(C(=O)N/N=C\c2cn(CC)nc2C)cc(OCC)c1OCC

***

# C20H28N4O6S

A single C20H28N4O6S molecule in a non-equilibrium geometry (the ωB97M-V functional and the def2-TZVPD basis, the Open Molecules 2025 dataset).

Structure (XYZ):
```
59
Properties=species:S:1:pos:R:3
C -0.46029 -4.10794 0.93459
C -0.53801 -3.44964 -0.44042
O -1.64389 -2.57142 -0.55939
C -1.53947 -1.29881 -0.11268
C -0.44532 -0.77769 0.56709
C -0.43864 0.56204 0.93352
C 0.77793 1.16242 1.53402
O 1.19435 2.26266 1.19972
N 1.39314 0.41002 2.47880
C 2.76635 0.67170 2.87615
C 3.65979 0.04833 1.85836
N 3.88237 -1.23765 1.76482
N 4.55261 -1.47005 0.63490
C 4.72372 -0.32269 0.04073
S 5.37959 -0.08270 -1.56276
C 4.07395 -1.00944 -2.45376
C 2.72890 -0.48461 -2.00512
O 1.99036 -1.07715 -1.26229
O 2.48399 0.72032 -2.50827
C 1.25954 1.34862 -2.13576
N 4.17954 0.69309 0.77575
C 4.19589 2.09665 0.47476
C -1.51075 1.38992 0.63216
C -2.62407 0.88155 -0.02437
O -3.72980 1.61173 -0.34920
C -3.69197 3.02180 -0.24825
C -2.82372 3.66736 -1.32333
C -2.64406 -0.47279 -0.39632
O -3.67066 -1.02256 -1.11967
C -4.94830 -1.04717 -0.50286
C -4.96140 -1.90789 0.75611
H -1.37326 -4.66494 1.13135
H 0.38476 -4.78977 0.96406
H -0.33763 -3.36510 1.71866
H 0.39570 -2.93149 -0.68355
H -0.71849 -4.21421 -1.20161
H 0.42574 -1.38541 0.74530
H 1.07352 -0.53755 2.60821
H 2.94314 0.22634 3.85544
H 2.90992 1.75290 2.91729
H 4.17152 -2.06512 -2.20656
H 4.24420 -0.81874 -3.51088
H 0.44885 0.61801 -2.11246
H 1.35157 1.80716 -1.14927
H 1.07188 2.11081 -2.88758
H 3.21329 2.52681 0.67691
H 4.95007 2.60339 1.08035
H 4.44457 2.22267 -0.57881
H -1.44458 2.42583 0.92043
H -3.37065 3.33190 0.75358
H -4.73491 3.32281 -0.38217
H -1.78187 3.37906 -1.20715
H -3.16186 3.34973 -2.30649
H -2.90144 4.74882 -1.25371
H -5.60267 -1.47630 -1.26538
H -5.28508 -0.03039 -0.27244
H -5.97649 -1.99638 1.13379
H -4.57546 -2.89866 0.52919
H -4.33604 -1.46018 1.52642
```

Properties
- Relative energy (zero: lowest compared OMol25 entry of this formula, charge and spin): 52.1 kcal/mol
- Frontier orbital gap: 9.0 eV
- M: 452.53 g/mol
- E_HOMO: -8.296 eV
- SMILES: CCOc1cc(C(=O)NCc2nnc(SCC(=O)OC)n2C)cc(OCC)c1OCC